Computed, not measured: 9 unconnected molecules or ions with the total composition C57H127N5O9 in a non-equilibrium geometry, with wB97M-V/def2-TZVPD.

Last columns: bonded neighbours and bond lengths (Å).
CARTESIAN COORDINATES (ANGSTROEM)
1 C -10.086 13.658 22.529  C2 1.590, H12 1.090, H13 1.090, H14 1.090
2 C -11.672 13.743 22.593  C1 1.590, C3 1.582, C4 1.497, N10 1.489
3 C -12.062 14.613 23.856  C2 1.582, H15 1.090, H16 1.090, H17 1.090
4 C -12.108 14.475 21.362  C2 1.497, C5 1.550, H18 1.090, H19 1.090
5 C -13.598 14.301 20.972  C4 1.550, C6 1.493, H20 1.090, H21 1.090
6 C -13.911 12.842 21.008  C5 1.493, C7 1.589, H22 1.090, H23 1.090
7 C -13.570 12.050 22.343  C6 1.589, C8 1.552, C9 1.600, N10 1.446
8 C -14.466 12.587 23.491  C7 1.552, H24 1.090, H25 1.090, H26 1.090
9 C -13.779 10.480 22.121  C7 1.600, H27 1.090, H28 1.090, H29 1.090
10 N -12.191 12.349 22.657  C2 1.489, C7 1.446, O11 1.328
11 O -11.731 11.590 23.646  N10 1.328, H30 0.960
12 H -9.561 13.072 21.775  C1 1.090
13 H -9.707 14.679 22.478  C1 1.090
14 H -9.712 13.333 23.500  C1 1.090
15 H -12.219 13.943 24.701  C3 1.090
16 H -11.223 15.243 24.154  C3 1.090
17 H -12.898 15.293 23.697  C3 1.090
18 H -11.918 15.545 21.443  C4 1.090
19 H -11.556 14.141 20.483  C4 1.090
20 H -14.202 14.868 21.680  C5 1.090
21 H -13.840 14.703 19.988  C5 1.090
22 H -13.355 12.354 20.207  C6 1.090
23 H -14.965 12.684 20.780  C6 1.090
24 H -14.426 13.677 23.477  C8 1.090
25 H -14.246 12.276 24.512  C8 1.090
26 H -15.443 12.202 23.199  C8 1.090
27 H -14.659 10.285 21.509  C9 1.090
28 H -14.060 10.066 23.089  C9 1.090
29 H -12.931 9.957 21.679  C9 1.090
30 H -11.142 11.068 23.096  O11 0.960
31 C -6.701 14.570 18.235  C32 1.560, H42 1.090, H43 1.090, H44 1.090
32 C -7.995 15.253 18.777  C31 1.560, C33 1.534, C34 1.517, N40 1.476
33 C -7.850 15.253 20.304  C32 1.534, H45 1.090, H46 1.090, H47 1.090
34 C -8.277 16.685 18.363  C32 1.517, C35 1.499, H48 1.090, H49 1.090
35 C -8.588 16.883 16.910  C34 1.499, C36 1.532, H50 1.090, H51 1.090
36 C -9.858 16.062 16.662  C35 1.532, C37 1.521, H52 1.090, H53 1.090
37 C -9.865 14.609 17.114  C36 1.521, C38 1.537, C39 1.556, N40 1.482
38 C -11.367 14.321 17.264  C37 1.537, H54 1.090, H55 1.090, H56 1.090
39 C -9.195 13.725 16.022  C37 1.556, H57 1.090, H58 1.090, H59 1.090
40 N -9.162 14.428 18.406  C32 1.476, C37 1.482, O41 1.384
41 O -9.310 13.206 19.038  N40 1.384, H60 0.960
42 H -6.206 13.934 18.968  C31 1.090
43 H -7.048 13.876 17.469  C31 1.090
44 H -5.937 15.306 17.984  C31 1.090
45 H -7.730 14.231 20.663  C33 1.090
46 H -6.967 15.831 20.578  C33 1.090
47 H -8.600 15.836 20.838  C33 1.090
48 H -9.120 17.013 18.971  C34 1.090
49 H -7.549 17.406 18.734  C34 1.090
50 H -8.730 17.924 16.621  C35 1.090
51 H -7.719 16.595 16.318  C35 1.090
52 H -9.854 16.023 15.572  C36 1.090
53 H -10.756 16.636 16.888  C36 1.090
54 H -11.936 14.616 16.382  C38 1.090
55 H -11.726 14.972 18.061  C38 1.090
56 H -11.306 13.246 17.434  C38 1.090
57 H -8.686 12.800 16.294  C39 1.090
58 H -8.334 14.237 15.593  C39 1.090
59 H -9.894 13.364 15.269  C39 1.090
60 H -9.858 13.443 19.790  O41 0.960
61 C -15.174 11.748 17.561  C62 1.525, H72 1.090, H73 1.090, H74 1.090
62 C -14.985 10.479 16.737  C61 1.525, C63 1.568, C64 1.545, N70 1.401
63 C -16.358 9.819 16.366  C62 1.568, H75 1.090, H76 1.090, H77 1.090
64 C -14.395 10.859 15.360  C62 1.545, C65 1.521, H78 1.090, H79 1.090
65 C -12.893 11.096 15.352  C64 1.521, C66 1.492, H80 1.090, H81 1.090
66 C -12.352 9.776 15.788  C65 1.492, C67 1.570, H82 1.090, H83 1.090
67 C -12.788 9.294 17.218  C66 1.570, C68 1.605, C69 1.547, N70 1.499
68 C -12.524 7.713 17.309  C67 1.605, H84 1.090, H85 1.090, H86 1.090
69 C -12.031 10.181 18.233  C67 1.547, H87 1.090, H88 1.090, H89 1.090
70 N -14.276 9.429 17.335  C62 1.401, C67 1.499, O71 1.418
71 O -14.763 9.035 18.608  N70 1.418, H90 0.960
72 H -15.783 12.505 17.067  C61 1.090
73 H -14.194 12.113 17.869  C61 1.090
74 H -15.740 11.461 18.447  C61 1.090
75 H -16.865 9.688 17.322  C63 1.090
76 H -16.170 8.790 16.057  C63 1.090
77 H -16.865 10.468 15.652  C63 1.090
78 H -14.609 10.167 14.545  C64 1.090
79 H -14.712 11.867 15.096  C64 1.090
80 H -12.660 11.893 16.059  C65 1.090
81 H -12.586 11.420 14.358  C65 1.090
82 H -11.265 9.796 15.714  C66 1.090
83 H -12.562 8.976 15.078  C66 1.090
84 H -12.936 7.209 18.183  C68 1.090
85 H -12.931 7.190 16.444  C68 1.090
86 H -11.490 7.371 17.341  C68 1.090
87 H -10.948 10.080 18.154  C69 1.090
88 H -12.199 11.247 18.079  C69 1.090
89 H -12.369 10.110 19.267  C69 1.090
90 H -15.434 8.397 18.353  O71 0.960
91 C -13.254 16.361 13.547  C92 1.581, H102 1.090, H103 1.090, H104 1.090
92 C -14.719 16.771 13.976  C91 1.581, C93 1.596, C94 1.560, N100 1.465
93 C -15.092 18.137 13.239  C92 1.596, H105 1.090, H106 1.090, H107 1.090
94 C -15.724 15.700 13.451  C92 1.560, C95 1.495, H108 1.090, H109 1.090
95 C -15.984 14.596 14.426  C94 1.495, C96 1.562, H110 1.090, H111 1.090
96 C -16.596 15.234 15.713  C95 1.562, C97 1.576, H112 1.090, H113 1.090
97 C -15.655 16.338 16.328  C96 1.576, C98 1.495, C99 1.570, N100 1.449
98 C -16.503 17.404 16.944  C97 1.495, H114 1.090, H115 1.090, H116 1.090
99 C -14.899 15.529 17.442  C97 1.570, H117 1.090, H118 1.090, H119 1.090
100 N -14.666 16.905 15.434  C92 1.465, C97 1.449, O101 1.391
101 O -13.809 17.861 15.971  N100 1.391, H120 0.960
102 H -12.772 15.525 14.054  C91 1.090
103 H -13.218 16.320 12.458  C91 1.090
104 H -12.572 17.157 13.849  C91 1.090
105 H -14.613 19.064 13.556  C93 1.090
106 H -14.891 17.950 12.184  C93 1.090
107 H -16.136 18.404 13.403  C93 1.090
108 H -16.693 16.114 13.171  C94 1.090
109 H -15.354 15.193 12.560  C94 1.090
110 H -16.623 13.787 14.072  C95 1.090
111 H -15.052 14.125 14.741  C95 1.090
112 H -16.688 14.322 16.303  C96 1.090
113 H -17.585 15.682 15.611  C96 1.090
114 H -17.417 17.050 17.420  C98 1.090
115 H -16.891 17.984 16.107  C98 1.090
116 H -16.105 18.087 17.695  C98 1.090
117 H -15.559 15.022 18.145  C99 1.090
118 H -14.350 16.283 18.007  C99 1.090
119 H -14.253 14.739 17.061  C99 1.090
120 H -13.000 17.344 15.968  O101 0.960
121 C -2.785 15.248 16.038  C122 1.499, H132 1.090, H133 1.090, H134 1.090
122 C -3.047 16.481 15.226  C121 1.499, C123 1.591, C124 1.583, N130 1.479
123 C -4.385 16.332 14.377  C122 1.591, H135 1.090, H136 1.090, H137 1.090
124 C -3.326 17.706 16.189  C122 1.583, C125 1.557, H138 1.090, H139 1.090
125 C -3.118 19.068 15.465  C124 1.557, C126 1.560, H140 1.090, H141 1.090
126 C -1.677 19.062 14.867  C125 1.560, C127 1.583, H142 1.090, H143 1.090
127 C -1.466 17.935 13.776  C126 1.583, C128 1.548, C129 1.609, N130 1.487
128 C -2.147 18.323 12.441  C127 1.548, H144 1.090, H145 1.090, H146 1.090
129 C 0.131 17.931 13.581  C127 1.609, H147 1.090, H148 1.090, H149 1.090
130 N -1.869 16.621 14.343  C122 1.479, C127 1.487, O131 1.425
131 O -1.619 15.598 13.383  N130 1.425, H150 0.960
132 H -2.062 15.270 16.854  C121 1.090
133 H -3.643 15.025 16.671  C121 1.090
134 H -2.639 14.342 15.449  C121 1.090
135 H -5.229 16.058 15.010  C123 1.090
136 H -4.640 17.266 13.876  C123 1.090
137 H -4.261 15.638 13.546  C123 1.090
138 H -4.359 17.588 16.516  C124 1.090
139 H -2.697 17.655 17.077  C124 1.090
140 H -3.959 19.187 14.781  C125 1.090
141 H -3.303 19.930 16.107  C125 1.090
142 H -1.040 18.780 15.706  C126 1.090
143 H -1.435 20.030 14.428  C126 1.090
144 H -1.744 19.257 12.049  C128 1.090
145 H -3.223 18.437 12.576  C128 1.090
146 H -2.002 17.527 11.711  C128 1.090
147 H 0.410 18.973 13.417  C129 1.090
148 H 0.393 17.413 12.658  C129 1.090
149 H 0.594 17.331 14.364  C129 1.090
150 H -1.051 15.036 13.916  O131 0.960
151 C -6.940 17.705 24.868  C152 1.459, H155 1.090, H156 1.090, H157 1.090
152 C -6.094 17.643 23.680  C151 1.459, C153 1.540, O154 1.384, H158 1.090
153 C -6.418 18.882 22.825  C152 1.540, H159 1.090, H160 1.090, H161 1.090
154 O -4.849 18.039 24.136  C152 1.384, H162 0.960
155 H -6.682 18.527 25.536  C151 1.090
156 H -6.863 16.743 25.374  C151 1.090
157 H -7.985 17.700 24.558  C151 1.090
158 H -6.087 16.775 23.020  C152 1.090
159 H -6.374 19.746 23.488  C153 1.090
160 H -7.413 18.741 22.403  C153 1.090
161 H -5.726 18.971 21.987  C153 1.090
162 H -4.870 17.623 25.001  O154 0.960
163 C -5.243 10.884 19.221  C164 1.566, H167 1.090, H168 1.090, H169 1.090
164 C -5.933 10.062 18.080  C163 1.566, C165 1.616, O166 1.361, H170 1.090
165 C -7.526 10.323 18.026  C164 1.616, H171 1.090, H172 1.090, H173 1.090
166 O -5.467 10.386 16.842  C164 1.361, H174 0.960
167 H -4.193 10.869 18.928  C163 1.090
168 H -5.328 10.490 20.234  C163 1.090
169 H -5.565 11.924 19.190  C163 1.090
170 H -5.757 9.018 18.339  C164 1.090
171 H -7.945 9.495 17.454  C165 1.090
172 H -7.674 11.354 17.703  C165 1.090
173 H -8.032 10.226 18.986  C165 1.090
174 H -4.525 10.200 16.844  O166 0.960
175 C -12.409 18.484 19.670  C176 1.471, H179 1.090, H180 1.090, H181 1.090
176 C -12.041 19.857 19.289  C175 1.471, C177 1.587, O178 1.411, H182 1.090
177 C -10.734 19.991 18.399  C176 1.587, H183 1.090, H184 1.090, H185 1.090
178 O -13.168 20.315 18.573  C176 1.411, H186 0.960
179 H -11.706 17.988 20.338  C175 1.090
180 H -12.680 17.862 18.816  C175 1.090
181 H -13.376 18.518 20.172  C175 1.090
182 H -11.928 20.391 20.232  C176 1.090
183 H -10.748 19.514 17.419  C177 1.090
184 H -9.887 19.629 18.981  C177 1.090
185 H -10.550 21.048 18.208  C177 1.090
186 H -13.390 19.703 17.867  O178 0.960
187 C -10.002 12.536 11.703  C188 1.467, H191 1.090, H192 1.090, H193 1.090
188 C -9.274 11.506 12.452  C187 1.467, C189 1.533, O190 1.423, H194 1.090
189 C -7.830 11.879 12.809  C188 1.533, H195 1.090, H196 1.090, H197 1.090
190 O -9.832 11.248 13.735  C188 1.423, H198 0.960
191 H -11.010 12.191 11.476  C187 1.090
192 H -9.573 12.586 10.702  C187 1.090
193 H -10.105 13.539 12.118  C187 1.090
194 H -9.152 10.529 11.985  C188 1.090
195 H -7.392 10.974 13.230  C189 1.090
196 H -7.790 12.756 13.456  C189 1.090
197 H -7.343 12.166 11.877  C189 1.090
198 H -9.402 10.477 14.111  O190 0.960

The value obtained for the molar mass is 1026.67 Da. Its energy above the lowest of the compared OMol25 structures with the same formula, charge and spin is 6.254 eV. Its gap between HOMO and LUMO is 8.32 eV. The calculation puts the LUMO energy at 0.45 eV. The highest occupied orbital energy is -7.8720 eV.

Löwdin population analysis, charges in e, atoms 1 to 6:
1. C -0.02
2. C -0.44
3. C -0.02
4. C -0.14
5. C -0.17
6. C -0.13

Computed, not measured: a single C5H14N2O molecule in a non-equilibrium geometry, with wB97M-V/def2-TZVPD.

Last columns: bonded neighbours and bond lengths (Å).
CARTESIAN COORDINATES (ANGSTROEM)
1 C 2.513 -0.533 -0.939  C5 1.520, H9 1.158, H10 1.006, H11 1.020
2 C -2.095 -0.531 -0.764  N6 1.478, H12 0.982, H13 1.090, H14 1.121
3 C -1.214 -0.035 1.474  N6 1.427, H15 1.028, H16 1.186, H17 1.177
4 C 0.346 1.543 -0.005  N7 1.487, H18 1.089, H19 1.155, H20 1.176
5 C 1.399 -0.803 0.059  C1 1.520, N7 1.571, O8 1.398, H21 1.165
6 N -0.926 -0.439 0.136  C2 1.478, C3 1.427, N7 1.367
7 N 0.207 0.115 -0.393  C4 1.487, C5 1.571, N6 1.367
8 O 0.941 -2.118 0.178  C5 1.398, H22 0.971
9 H 2.207 -0.579 -2.055  C1 1.158
10 H 2.834 0.398 -0.736  C1 1.006
11 H 3.123 -1.351 -0.908  C1 1.020
12 H -1.804 -0.235 -1.654  C2 0.982
13 H -2.468 -1.544 -0.620  C2 1.090
14 H -2.919 0.199 -0.554  C2 1.121
15 H -0.304 -0.011 1.951  C3 1.028
16 H -1.770 0.971 1.770  C3 1.186
17 H -1.744 -0.838 2.151  C3 1.177
18 H -0.644 1.949 0.197  C4 1.089
19 H 0.922 1.554 0.996  C4 1.155
20 H 0.673 2.249 -0.886  C4 1.176
21 H 1.582 -0.326 1.106  C5 1.165
22 H 0.232 -2.002 0.831  O8 0.971

The value obtained for the molar mass is 118.18 Da. Its multiplicity is 3. Its energy above the lowest of the compared OMol25 structures with the same formula, charge and spin is 4.802 eV. Its gap between HOMO and LUMO (alpha / beta) is 3.57 / 6.63 eV. The calculation puts the LUMO energy (alpha / beta) at 0.82 / -3.77 eV. The highest occupied orbital energy (alpha / beta) is -2.7524 / -10.3918 eV.

natural (NBO) population analysis, charges in e, atoms 1 to 6:
1. C -0.63
2. C -0.47
3. C -1.03
4. C -0.50
5. C 0.25
6. N 0.13

Computed, not measured: a single C3H4N6 molecule in a non-equilibrium geometry, with wB97M-V/def2-TZVPD.

Last columns: bonded neighbours and bond lengths (Å).
CARTESIAN COORDINATES (ANGSTROEM)
1 C -1.914 -1.272 -0.052  N4 1.308, N8 1.317, H10 1.129
2 C -0.903 0.605 -0.120  N5 1.366, N6 1.314, N8 1.425
3 C 2.482 1.315 0.111  N7 1.250, H11 1.055, H12 1.005
4 N -2.790 -0.321 0.144  C1 1.308, N5 1.309
5 N -2.221 0.857 0.134  C2 1.366, N4 1.309
6 N 0.088 1.461 -0.003  C2 1.314, N7 1.270
7 N 1.314 1.399 -0.327  C3 1.250, N6 1.270
8 N -0.689 -0.803 -0.175  C1 1.317, C2 1.425, N9 1.286
9 N 0.525 -1.222 -0.239  N8 1.286, H13 1.007
10 H -2.249 -2.343 0.069  C1 1.129
11 H 3.168 1.708 -0.588  C3 1.055
12 H 2.671 0.783 0.942  C3 1.005
13 H 0.516 -2.168 0.106  N9 1.007

The value obtained for the molar mass is 124.11 Da. Its energy above the lowest of the compared OMol25 structures with the same formula, charge and spin is 4.638 eV. Its gap between HOMO and LUMO (alpha / beta) is 6.86 / 7.96 eV. The calculation puts the LUMO energy (alpha / beta) at -1.22 / -1.04 eV. The highest occupied orbital energy (alpha / beta) is -8.0829 / -9.0008 eV.

natural (NBO) population analysis, charges in e, atoms 1 to 6:
1. C 0.05
2. C 0.35
3. C -0.10
4. N -0.20
5. N -0.24
6. N -0.12